Formula: C8H12CrO8
Source: the Open Molecules 2025 dataset
Level of theory: wB97M-V/def2-TZVPD

```
29
Properties=species:S:1:pos:R:3:nbo_charge:R:1
Cr 0.1302 -0.3755 -0.4143 1.4597
C 3.0583 2.2531 -1.7522 -0.7301
C 2.1117 1.1862 -1.1643 0.7689
O 1.3281 1.6036 -0.3605 -0.7208
O 2.0699 0.0296 -1.5544 -0.7694
H 2.8495 2.1060 -2.8118 0.2139
H 4.0918 2.0405 -1.4785 0.1953
H 2.8248 3.2503 -1.3789 0.2059
C 0.6885 -4.0134 1.5523 -0.7164
C 0.6134 -2.7559 0.7657 0.7523
O 1.4037 -1.7902 0.9618 -0.7733
O -0.1662 -2.5185 -0.1239 -0.7331
H -0.2056 -4.5555 1.2444 0.2129
H 0.6201 -3.6708 2.5848 0.2277
H 1.5504 -4.6596 1.3861 0.2101
C -2.0339 2.0737 -3.1801 -0.7310
C -2.0402 0.9129 -2.1362 0.7457
O -2.6723 0.8784 -1.0512 -0.6924
O -1.1103 0.0645 -2.1977 -0.8461
H -3.0378 2.4874 -3.2755 0.1990
H -1.4956 1.7824 -4.0820 0.2063
H -1.5846 2.9782 -2.7701 0.2186
C -1.0726 -0.0636 3.6296 -0.7220
C -1.5878 0.1923 2.2084 0.7693
O -2.8569 0.4072 2.0416 -0.7483
O -0.7428 0.4783 1.3136 -0.8005
H -0.9096 0.8509 4.1999 0.1994
H -0.0875 -0.5269 3.5748 0.2094
H -1.7366 -0.6456 4.2687 0.1893
```

The value obtained for the frontier orbital gap (spin up / spin down) is 5.5 / 6.9 eV. The total charge is -2. The LUMO energy (spin up / spin down) comes out at 5.484 / 5.479 eV. As for the spin multiplicity: 5. The calculation puts the highest occupied orbital energy (spin up / spin down) at 0.0 / -1.4 eV. As for the calculated total energy: -53294.44821 eV.